Entry 1:
{"formula": "C2H4N2O2", "method": "the ωB97M-V functional and the def2-TZVPD basis", "total_charge": 0, "smiles": "[H]/N=C\\C(=O)ON", "de_lowest_ev": 3.276, "largest_force_ev_per_a": 2.197, "energy_ev": -9211.9467, "symbols": ["O", "O", "N", "N", "C", "C", "H", "H", "H", "H"], "xyz": [[-0.42141, -0.49267, 0.55357], [1.36040, 0.97931, 0.40598], [0.01341, -0.78790, 1.92957], [-1.15394, 0.12288, -1.98648], [0.35993, 0.44816, -0.04271], [-0.17403, 0.75637, -1.42368], [0.87727, -0.23785, 2.02881], [0.34568, 1.57575, -1.94414], [0.31858, -1.75813, 1.84167], [-1.52589, -0.60593, -1.36261]], "atomic_forces_ev_per_a": [[1.27, 0.68, 0.86], [-1.39, -0.93, -0.08], [0.05, 0.07, -0.75], [1.67, 1.09, 0.91], [0.35, 0.16, -0.20], [-1.60, -0.98, -0.85], [-0.22, -0.07, 0.00], [-0.25, -0.41, 0.20], [-0.08, 0.10, 0.04], [0.20, 0.29, -0.12]]}

Entry 2:
{"formula": "C2H4N2O2", "method": "the ωB97M-V functional and the def2-TZVPD basis", "total_charge": 0, "smiles": "O=[N+]([O-])[C@@H]1CN1", "de_lowest_ev": 6.400, "largest_force_ev_per_a": 4.443, "energy_ev": -9208.8229, "symbols": ["O", "O", "N", "N", "C", "C", "H", "H", "H", "H"], "xyz": [[1.17727, -1.34843, -0.88406], [1.93614, 0.71733, -1.40156], [-1.20971, -0.50802, 0.13468], [1.12423, -0.13051, -0.97701], [-0.46481, 0.16801, 1.18934], [-0.38716, 0.46447, -0.26778], [0.45363, -0.09463, 1.46560], [-0.98244, -1.47478, -0.16935], [-0.55574, 1.44766, -0.82618], [-1.09141, 0.75891, 1.73632]], "atomic_forces_ev_per_a": [[1.07, 1.43, -0.77], [-1.74, -2.73, 0.77], [-0.92, -2.32, -0.34], [-1.43, 1.68, 1.37], [-1.58, 0.33, -3.43], [2.50, 2.74, -2.44], [3.27, -1.78, 1.93], [0.02, 0.91, 0.43], [-0.10, -1.72, 0.71], [-1.09, 1.46, 1.78]]}

Entry 3:
{"formula": "C2H4N2O2", "method": "the ωB97M-V functional and the def2-TZVPD basis", "total_charge": 0, "de_lowest_ev": 6.332, "largest_force_ev_per_a": 5.670, "energy_ev": -9208.8904, "symbols": ["O", "O", "N", "N", "C", "C", "H", "H", "H", "H"], "xyz": [[-1.15293, -0.60356, 1.95752], [1.48500, 1.32516, -0.80964], [0.74750, 0.94227, 0.21751], [-0.10288, -0.58941, -1.46342], [-0.10017, 0.00469, -0.13550], [-0.97100, -0.76697, 0.80272], [0.77860, -1.34496, -1.32754], [1.20357, 0.74161, -1.60022], [-1.47078, -1.63620, 0.08843], [-1.25324, -1.42965, -1.62569]], "atomic_forces_ev_per_a": [[-0.19, -0.11, 0.52], [0.87, -0.34, -2.19], [-2.64, -2.07, -0.11], [-0.10, -4.15, 0.35], [0.27, -0.35, 0.14], [-0.63, -0.79, -1.59], [-3.09, 2.00, -0.97], [0.45, 1.29, 0.97], [0.49, 1.28, 2.00], [4.57, 3.24, 0.87]]}

Entry 4:
{"formula": "C2H4N2O2", "method": "the ωB97M-V functional and the def2-TZVPD basis", "total_charge": 0, "de_lowest_ev": 6.655, "largest_force_ev_per_a": 3.470, "energy_ev": -9208.5680, "symbols": ["O", "O", "N", "N", "C", "C", "H", "H", "H", "H"], "xyz": [[-1.03417, 1.40240, 1.66250], [0.84424, -1.66928, -1.08779], [0.76201, 0.99800, -0.33670], [-0.30580, -1.20080, -0.53563], [-0.15991, 0.69804, 1.24742], [-0.29247, 0.12048, -0.36286], [-1.36206, 0.26061, -0.67737], [0.64874, -2.59506, -1.30161], [0.45448, 0.02895, 1.87043], [0.44494, 1.95666, -0.47839]], "atomic_forces_ev_per_a": [[0.73, -0.07, -0.57], [0.70, -0.35, 0.40], [-0.41, -0.11, 1.54], [0.48, 0.22, -0.58], [0.30, 0.44, 0.89], [-2.31, -1.53, -2.09], [0.63, 1.26, 0.93], [0.05, 0.21, 0.29], [0.07, 0.07, -0.67], [-0.23, -0.15, -0.14]]}

Entry 5:
{"formula": "C2H4N2O2", "method": "the ωB97M-V functional and the def2-TZVPD basis", "total_charge": 0, "smiles": "[O-][N+]1=NCCO1", "de_lowest_ev": 5.649, "largest_force_ev_per_a": 3.882, "energy_ev": -9209.5735, "symbols": ["O", "O", "N", "N", "C", "C", "H", "H", "H", "H"], "xyz": [[-0.71170, -1.16533, 0.15365], [-2.64370, 0.03112, 0.00230], [-1.44228, 0.10425, -0.06199], [-0.71932, 1.07656, -0.04733], [0.67190, -0.75680, -0.18851], [0.64550, 0.74766, 0.15383], [0.84587, 0.98016, 1.11176], [1.31012, -1.42036, 0.45271], [0.76870, -1.10414, -1.22186], [1.27490, 1.50689, -0.35458]], "atomic_forces_ev_per_a": [[0.75, 1.19, -0.58], [0.22, -0.36, -0.64], [-1.04, -1.71, 1.71], [-0.13, 2.36, -0.79], [-0.60, -1.73, 1.00], [0.17, -0.57, -3.42], [0.76, 0.08, 3.81], [-0.39, 0.96, -0.48], [0.46, 0.82, -0.05], [-0.20, -1.05, -0.55]]}

Entry 6:
{"formula": "C2H4N2O2", "method": "the ωB97M-V functional and the def2-TZVPD basis", "total_charge": 0, "de_lowest_ev": 5.171, "largest_force_ev_per_a": 0.518, "energy_ev": -9210.0522, "symbols": ["O", "O", "N", "N", "C", "C", "H", "H", "H", "H"], "xyz": [[0.50488, -0.34298, -0.11228], [0.61407, 2.15771, 0.04248], [-0.61569, 0.68510, 1.45664], [0.74131, -0.59982, -1.46617], [0.13350, 1.19774, 0.52793], [-0.98523, -0.54296, 1.07128], [-1.69844, -0.69923, 0.26360], [1.74700, -0.71002, -1.56761], [0.44459, 0.21781, -1.99609], [-0.88600, -1.36334, 1.78022]], "atomic_forces_ev_per_a": [[-0.31, 0.31, 0.28], [-0.16, -0.39, 0.16], [-0.05, -0.07, 0.08], [-0.09, 0.01, 0.10], [0.18, -0.15, -0.42], [0.35, 0.18, -0.31], [0.06, 0.03, 0.01], [-0.08, 0.08, 0.02], [0.07, -0.03, 0.08], [0.02, 0.03, -0.01]]}

Entry 7:
{"formula": "C2H4N2O2", "method": "the ωB97M-V functional and the def2-TZVPD basis", "total_charge": 0, "de_lowest_ev": 6.400, "largest_force_ev_per_a": 4.268, "energy_ev": -9208.8230, "symbols": ["O", "O", "N", "N", "C", "C", "H", "H", "H", "H"], "xyz": [[1.82391, -1.19780, 0.51180], [2.50564, 0.60129, -0.49815], [1.71473, -0.12571, -0.00049], [-1.26945, -0.99553, -0.79832], [-0.05564, 0.77260, 0.11280], [-1.05261, -0.23423, 0.16469], [-1.54200, -0.00703, 1.04127], [0.05387, 1.49460, 0.96344], [-2.07769, -1.62495, -0.71797], [-0.10077, 1.31677, -0.77907]], "atomic_forces_ev_per_a": [[0.13, 0.06, -0.30], [1.03, -0.02, -0.40], [-3.56, 1.70, 0.82], [-0.44, -1.15, -0.92], [4.21, 0.30, 0.65], [0.10, 0.26, -0.34], [-2.38, -1.02, 2.23], [0.03, -1.15, -0.54], [0.33, 0.37, 0.35], [0.55, 0.65, -1.54]]}

Entry 8:
{"formula": "C2H4N2O2", "method": "the ωB97M-V functional and the def2-TZVPD basis", "total_charge": 0, "de_lowest_ev": 5.786, "largest_force_ev_per_a": 4.607, "energy_ev": -9204.1162, "multiplicity": 3, "symbols": ["O", "O", "N", "N", "C", "C", "H", "H", "H", "H"], "xyz": [[1.39957, -1.10235, 1.15656], [-0.12971, 1.52781, 1.61080], [-0.68932, 1.57327, 0.28010], [0.48153, 0.87327, 0.58033], [-0.05801, -1.05113, -0.75347], [0.67731, -0.51700, 0.39329], [-0.90356, -1.63422, -0.35013], [-0.62990, -0.42275, -1.56891], [0.43805, -1.80649, -1.26851], [-0.58595, 2.55960, -0.08006]], "atomic_forces_ev_per_a": [[2.81, -2.22, 2.90], [-1.53, 0.60, 2.36], [-1.08, 0.02, -0.35], [2.24, 2.32, -1.83], [-4.06, 0.10, -1.02], [-2.46, 1.93, -3.32], [-0.27, -0.06, 0.04], [1.70, -0.39, 1.88], [1.62, -1.01, -0.90], [1.04, -1.28, 0.25]]}